{"formula": "H30O15", "method": "ωB97M-V/def2-TZVPD", "species": ["O", "O", "O", "O", "O", "O", "O", "O", "O", "O", "O", "O", "O", "O", "O", "H", "H", "H", "H", "H", "H", "H", "H", "H", "H", "H", "H", "H", "H", "H", "H", "H", "H", "H", "H", "H", "H", "H", "H", "H", "H", "H", "H", "H", "H"], "coordinates": [[-0.0385, 0.5042, 3.4532], [-2.2640, 1.6868, -0.8405], [2.1268, 2.2672, 0.1842], [-2.4026, 0.3557, 1.9733], [0.4373, -2.5683, -2.4288], [2.3870, 1.1412, 2.5674], [-1.7879, -2.3502, 0.3186], [-0.1985, 0.1693, 0.0921], [-0.5123, -3.8134, 2.5520], [-0.0623, 0.3413, -3.2143], [0.5102, 2.8392, -1.9124], [1.0415, -1.6418, 1.4975], [-2.0892, -1.1821, -2.0060], [2.2815, -0.1379, -1.2445], [-0.5778, 2.7255, 1.3378], [-0.5062, 1.8949, 0.8479], [2.9171, -0.1693, -1.9705], [0.5089, 0.3848, -0.4899], [1.2862, -2.4296, 1.0859], [-0.5164, -3.2120, 1.8664], [0.8678, 0.3582, -3.3079], [-0.3436, 0.5249, -4.1084], [-1.3781, -4.2035, 2.5097], [-2.2603, 2.6584, -0.8488], [-1.4295, 1.2608, -0.5283], [0.7841, 2.4164, -1.1214], [-0.3079, -2.8913, -2.9779], [2.5497, -0.8442, -0.6570], [2.3178, 1.3754, 1.6459], [0.7700, 0.8600, 2.9777], [2.3524, 3.1641, 0.1118], [-0.1553, 3.5004, 0.8960], [0.1935, -1.7309, -2.0510], [3.3102, 1.2394, 2.8789], [-2.9744, 0.0991, 1.3261], [-0.6229, 0.5381, 2.7002], [-2.0557, -3.0537, -0.2389], [-2.9387, 0.5583, 2.7394], [-0.0582, -0.6946, 0.4886], [1.8994, -1.4570, 1.8994], [-2.4259, -1.9849, -2.4143], [2.6773, 1.8829, -0.5192], [-1.3414, -0.8528, -2.4927], [-0.0939, 2.1552, -2.2061], [-1.8775, -1.6843, -0.3714]], "atomic_forces_ev_per_a": [[1.609, 0.627, -0.848], [-0.213, -0.189, -0.668], [0.419, -1.810, -0.771], [2.249, 0.943, 2.654], [0.104, -1.224, -0.808], [1.374, -0.604, 1.192], [0.233, 0.461, 0.725], [-1.431, 0.866, -0.144], [0.497, -2.199, 2.204], [-1.259, -0.092, -0.008], [-0.365, 0.316, -1.112], [0.740, 1.252, 0.648], [-1.124, -0.235, 0.307], [0.355, 0.349, -0.586], [0.224, 1.521, 0.269], [0.329, 0.412, 0.026], [-0.057, -0.110, 0.035], [1.147, -0.290, -0.512], [-0.059, -2.634, -1.378], [-0.159, 2.400, -2.169], [1.728, -0.109, 0.258], [-0.579, 0.164, -0.414], [-0.502, -0.263, 0.123], [0.631, -0.769, 0.440], [-1.070, 0.762, -0.148], [0.819, -0.060, 1.632], [0.735, 0.521, 0.677], [-0.059, -0.333, 0.340], [0.269, 0.578, -0.623], [-1.012, -0.558, 1.649], [0.263, 2.314, 0.301], [-0.497, -1.524, 0.166], [-0.319, 0.383, 0.216], [-0.938, 0.028, -0.473], [-2.384, -1.033, -2.937], [-1.080, -0.261, -0.075], [-0.318, -1.869, -0.298], [-0.004, 0.086, 0.235], [0.372, -0.208, 0.462], [-0.358, 0.928, 0.757], [0.097, 0.168, -0.288], [-0.311, -0.383, 0.258], [0.363, 0.489, -0.601], [-0.663, 0.054, -0.760], [0.203, 1.136, 0.049]], "lowdin_charge": [-0.096, -0.084, -0.034, 0.003, -0.057, -0.053, -0.037, -0.048, -0.024, -0.011, -0.041, -0.005, -0.036, -0.023, -0.063, -0.032, 0.080, -0.009, 0.028, -0.071, 0.035, 0.086, 0.029, 0.050, -0.025, -0.055, 0.055, 0.061, -0.020, -0.009, 0.061, 0.058, -0.031, 0.080, -0.011, -0.049, 0.024, 0.070, 0.020, 0.076, 0.070, 0.068, -0.013, -0.002, -0.017], "orbital_gap_ev": 8.21, "spin_multiplicity": 1, "homo_energy_ev": -8.8, "e_lumo_ev": -0.612}